No. 1
Molecular formula: C4H12N6O2
Method: DFT, the ωB97M-V functional and the def2-TZVPD basis

Last column: Mulliken charge in e.
Atoms and positions in Å:
C: -0.345 -0.313 1.000  -0.3413
C: -0.555 0.217 2.069  0.7095
C: 0.132 -0.045 -1.335  0.2158
C: 0.326 1.300 -0.966  -0.2314
N: -0.218 -0.836 -0.256  0.5077
N: 0.145 1.938 0.156  -0.0548
N: -0.618 -3.743 1.502  -0.4976
N: -0.323 0.961 3.124  -0.4480
N: 0.140 -0.403 -2.698  -0.5013
N: 0.743 2.189 -2.143  -0.2653
O: -0.404 -2.141 -0.529  -0.7760
O: 0.128 3.277 -0.062  -0.4324
H: 0.348 -3.941 1.844  0.3748
H: -1.120 -4.501 0.995  0.4015
H: -1.215 -3.405 2.233  0.3743
H: 0.374 1.718 3.024  0.2324
H: 0.586 3.791 0.596  0.3593
H: -0.942 0.995 4.013  0.2986
H: -0.104 -1.377 -2.797  0.2989
H: 0.967 -0.143 -3.163  0.2700
H: -0.574 -2.905 0.698  0.2853
H: 1.748 2.304 -2.399  0.3293
H: 0.461 3.148 -1.814  0.4423
H: 0.321 1.913 -3.092  0.4483

Forces on atoms 1 to 2 (eV/Å):
-0.3 -1.6 -1.1
0.8 0.3 0.6

Output
Total charge   +2
Orbital gap (alpha / beta)   7.108 / 7.105 eV
E_LUMO (alpha / beta)   -8.23 / -8.24 eV

***

No. 2
Molecular formula: C4H12NO
Method: DFT, the ωB97M-V functional and the def2-TZVPD basis

Last column: Mulliken charge in e.
Atoms and positions in Å:
N: -0.758 1.995 -1.075  -0.6207
C: -1.284 2.480 0.303  -0.3986
O: -1.924 1.528 0.945  -0.8711
H: -1.494 1.352 -1.348  0.1870
H: -0.800 2.800 -1.698  0.2576
H: -0.390 2.932 0.811  0.1429
H: -1.914 3.393 0.088  0.2714
C: 1.602 -2.388 -0.239  -1.2102
C: 0.572 -1.267 -0.395  -0.0813
C: 0.083 -0.792 0.988  -1.0277
H: 2.304 -2.134 0.554  0.2956
H: 2.179 -2.596 -1.144  0.3543
H: 1.105 -3.303 0.100  0.2981
H: -0.266 -1.493 -1.055  0.2900
H: 1.058 -0.415 -0.882  0.2446
H: -0.737 -0.050 0.923  0.2876
H: -0.248 -1.669 1.560  0.3149
H: 0.913 -0.373 1.564  0.2657

Forces on atoms 1 to 2 (eV/Å):
0.0 0.3 0.7
0.0 0.3 -0.4

Output
Total charge   -1
Orbital gap   6.454 eV
E_LUMO   3.96 eV

***

No. 3
Molecular formula: C4H12NO
Method: DFT, the ωB97M-V functional and the def2-TZVPD basis

Last column: Mulliken charge in e.
Atoms and positions in Å:
C: -0.859 0.414 2.428  -1.3061
C: -0.323 1.338 1.318  -0.3576
C: -0.085 0.438 0.130  -0.1662
C: 0.387 0.968 -1.004  -0.2162
N: 0.603 0.041 -2.100  -0.1916
H: -1.776 -0.143 2.183  0.3534
H: -1.012 0.949 3.378  0.3558
H: -0.030 -0.237 2.744  0.3448
H: 0.637 1.734 1.622  0.2801
H: -0.981 2.189 1.080  0.3601
H: -0.334 -0.609 0.269  0.0903
H: 0.690 1.995 -1.142  0.4084
H: 0.272 -0.956 -1.976  0.3260
H: 0.296 0.393 -3.004  0.3944
H: 1.611 0.108 -2.326  0.3634
H: 0.620 -3.312 -1.768  0.2974
H: -0.029 -2.816 -0.486  0.3069
O: 0.313 -2.496 -1.347  -0.6432

Forces on atoms 1 to 2 (eV/Å):
0.6 0.7 1.3
-0.6 -1.1 0.3

Output
Total charge   +1
Orbital gap   10.954 eV
E_LUMO   -3.28 eV

***

No. 4
Molecular formula: C4H12NO
Method: DFT, the ωB97M-V functional and the def2-TZVPD basis

Last column: Mulliken charge in e.
Atoms and positions in Å:
C: -0.733 -1.451 2.234  -1.1927
C: 0.170 -0.332 1.750  -0.2458
C: 0.216 -0.076 0.292  -0.2595
C: 1.293 0.371 -0.348  -0.2985
N: 1.246 0.639 -1.795  -0.1822
H: -0.202 -2.237 2.773  0.2827
H: -1.314 -2.038 1.512  0.3699
H: -1.530 -1.146 2.911  0.3227
H: 1.158 -0.382 2.200  0.3828
H: -0.272 0.565 2.207  0.2541
H: -0.629 -0.298 -0.346  0.1877
H: 2.229 0.604 0.137  0.3532
H: 1.752 -0.050 -2.361  0.3958
H: 0.288 0.706 -2.194  0.2726
H: 1.725 1.514 -1.985  0.3987
H: -2.156 0.621 -1.864  0.3229
H: -1.746 1.768 -2.936  0.3028
O: -1.495 1.222 -2.188  -0.6671

Forces on atoms 1 to 2 (eV/Å):
-0.8 -1.7 0.4
-0.9 0.8 0.7

Output
Total charge   +1
Orbital gap   10.857 eV
E_LUMO   -3.31 eV

***

No. 5
Molecular formula: C4H12NO
Method: DFT, the ωB97M-V functional and the def2-TZVPD basis

Last column: Mulliken charge in e.
Atoms and positions in Å:
C: 1.423 -0.079 1.540  -1.5259
C: 0.684 0.093 0.224  0.3168
N: 0.837 -1.119 -0.593  -0.2098
C: -0.763 0.394 0.485  -0.9447
C: -1.589 0.863 -0.722  -0.4034
O: -1.174 0.092 -1.887  -0.5646
H: 1.006 -0.878 2.159  0.3586
H: 1.457 0.871 2.046  0.4160
H: 2.469 -0.375 1.445  0.4206
H: 1.145 0.936 -0.278  0.2433
H: 0.321 -1.885 -0.170  0.3922
H: 0.283 -0.959 -1.460  0.3144
H: 1.719 -1.359 -0.971  0.3526
H: -1.275 -0.385 1.059  0.4120
H: -0.753 1.171 1.236  0.4139
H: -2.653 0.675 -0.616  0.3706
H: -1.281 1.859 -0.929  0.3227
H: -1.857 0.086 -2.569  0.3147

Forces on atoms 1 to 2 (eV/Å):
0.6 -0.7 0.0
0.9 0.6 1.4

Output
Total charge   +1
Orbital gap   11.822 eV
E_LUMO   -3.19 eV
SMILES   C[C@@H]([NH3+])CCO

***

No. 6
Molecular formula: C4H12NO
Method: DFT, the ωB97M-V functional and the def2-TZVPD basis

Last column: Mulliken charge in e.
Atoms and positions in Å:
C: 0.827 -0.352 -1.014  -0.5882
N: 1.829 -0.689 0.116  -0.2289
C: 0.882 -0.635 1.321  -0.5068
C: 0.008 0.626 1.117  -0.5455
C: 0.107 0.902 -0.405  -0.3320
H: 1.315 0.016 -1.891  0.3852
H: 0.100 -1.104 -1.258  0.3009
H: 2.530 0.038 0.266  0.3642
H: 2.495 -1.469 0.195  0.3284
H: 1.500 -0.526 2.311  0.3310
H: 0.171 -1.572 1.336  0.3124
H: -1.031 0.562 1.341  0.3172
H: 0.211 1.467 1.803  0.3095
H: 0.637 1.805 -0.825  0.3056
H: -0.999 1.117 -0.760  0.2560
H: -3.389 -0.216 -1.667  0.2869
H: -3.641 0.643 -0.556  0.3000
O: -2.957 0.102 -0.903  -0.5957

Forces on atoms 1 to 2 (eV/Å):
-0.2 2.1 0.3
-1.0 0.2 1.1

Output
Total charge   +1
Orbital gap   11.575 eV
E_LUMO   -3.27 eV

***

No. 7
Molecular formula: C4H12NO
Method: DFT, the ωB97M-V functional and the def2-TZVPD basis

Last column: Mulliken charge in e.
Atoms and positions in Å:
C: -2.537 -0.386 -0.327  -1.3682
C: -1.027 -0.202 -0.073  -0.0957
C: -0.546 1.180 -0.151  -0.1669
C: 0.656 1.681 0.115  -0.4603
N: 1.799 0.860 0.583  -0.2683
H: -3.123 0.317 0.278  0.3469
H: -2.775 -0.094 -1.363  0.3296
H: -2.877 -1.401 -0.158  0.3769
H: -0.656 -0.827 0.758  0.3834
H: -0.587 -0.723 -0.945  0.2075
H: -1.050 1.800 -0.903  0.2389
H: 0.896 2.739 0.098  0.3686
H: 2.505 1.411 1.079  0.3791
H: 2.222 0.311 -0.166  0.3520
H: 1.507 0.232 1.342  0.3492
H: 1.784 -2.332 -0.841  0.3045
H: 2.156 -2.585 0.625  0.3006
O: 1.654 -1.981 0.050  -0.5779

Forces on atoms 1 to 2 (eV/Å):
-0.2 1.3 0.0
-0.2 -2.1 -0.8

Output
Total charge   +1
Orbital gap   10.649 eV
E_LUMO   -3.49 eV

***

No. 8
Molecular formula: C4H12NO
Method: DFT, the ωB97M-V functional and the def2-TZVPD basis

Last column: Mulliken charge in e.
Atoms and positions in Å:
C: -1.168 1.370 1.972  -0.8790
C: -1.245 0.778 0.796  0.6798
O: -0.901 -0.601 0.736  -0.6511
C: -1.691 1.396 -0.493  -1.0573
H: -1.367 2.425 2.091  0.2849
H: -0.884 0.803 2.847  0.2904
H: -1.687 -1.103 0.485  0.3480
H: -1.496 2.465 -0.492  0.3739
H: -1.219 0.938 -1.365  0.2685
H: -2.766 1.242 -0.623  0.2981
C: 2.160 -1.878 -0.836  -0.8271
N: 1.463 -0.569 -0.638  -0.2257
H: 1.436 -2.589 -1.226  0.3446
H: 2.939 -1.735 -1.580  0.3668
H: 2.568 -2.231 0.103  0.3376
H: 0.622 -0.627 -0.011  0.2978
H: 1.123 -0.194 -1.524  0.3733
H: 2.113 0.109 -0.242  0.3763

Forces on atoms 1 to 2 (eV/Å):
0.3 0.0 0.1
-0.1 0.0 0.2

Output
Total charge   +1
Orbital gap   9.930 eV
E_LUMO   -3.41 eV

***

No. 9
Molecular formula: C4H12NO
Method: DFT, the ωB97M-V functional and the def2-TZVPD basis

Last column: Mulliken charge in e.
Atoms and positions in Å:
C: 1.295 1.126 -1.247  -1.0524
C: 0.001 1.492 -0.635  -0.6650
C: -0.677 0.479 0.333  0.7317
C: -1.449 0.733 1.489  -0.8575
N: -0.812 -0.980 -0.170  -0.3517
H: 1.421 1.705 -2.177  0.3433
H: 2.034 1.397 -0.534  0.3131
H: 1.424 0.090 -1.528  0.2932
H: -0.015 2.420 -0.219  0.4653
H: -0.679 1.492 -1.497  0.2674
H: -1.664 1.795 1.647  0.2632
H: -2.069 -0.039 2.071  0.2422
H: -1.080 -1.003 -1.174  0.4011
H: -1.532 -1.370 0.472  0.3135
H: 0.021 -1.571 -0.263  0.2786
H: 1.919 -2.661 0.119  0.3135
H: 1.047 -2.053 1.361  0.3121
O: 1.230 -2.040 0.409  -0.6116

Forces on atoms 1 to 2 (eV/Å):
1.0 0.3 -0.6
-2.7 -4.0 -1.0

Output
Total charge   +1
Orbital gap   10.569 eV
E_LUMO   -3.47 eV

***

No. 10
Molecular formula: C4H12NO2
Method: DFT, the ωB97M-V functional and the def2-TZVPD basis

Last column: Mulliken charge in e.
Atoms and positions in Å:
C: -0.311 1.836 -0.253  -1.6440
C: -0.346 0.356 0.160  0.6794
C: 0.714 0.050 1.279  -0.7357
C: 1.782 -1.055 0.985  -0.5908
O: 1.287 -2.189 0.476  -0.9102
N: -0.010 -0.366 -1.102  -0.9034
H: -1.020 2.396 0.357  0.3591
H: -0.471 1.973 -1.321  0.4054
H: 0.678 2.252 -0.056  0.3679
H: -1.346 0.003 0.433  0.3345
H: 0.186 -0.220 2.203  0.3071
H: 1.232 1.003 1.414  0.2202
H: 2.367 -1.165 1.944  0.3289
H: 2.619 -0.485 0.465  0.1676
H: 0.425 -1.265 -0.792  0.3761
H: 0.764 0.097 -1.573  0.2401
H: -3.296 -0.512 -1.373  0.3133
H: -2.163 -1.338 -1.481  0.3959
O: -3.091 -1.371 -1.767  -0.7115

Forces on atoms 1 to 2 (eV/Å):
-0.2 0.0 0.8
1.7 -0.5 -1.5

Output
Total charge   -1
Orbital gap   6.728 eV
E_LUMO   3.86 eV

***

Summary of relative energy (zero: lowest compared OMol25 entry of this formula, charge and spin) in kcal per mole
0.0 8.1 30.3 28.1 14.5 39.1 36.3 25.7 51.8 22.2
(order as listed above)
Summary of DFT total energy in hartree
-637.8073 -289.5761 -289.3266 -289.3301 -289.3517 -289.3125 -289.3171 -289.3338 -289.2923 -364.8202
(order as listed above)